# 1
C9H19N2 | the ωB97M-V functional and the def2-TZVPD basis

Structure (XYZ):
```
30
Properties=species:S:1:pos:R:3:mulliken_spin:R:1
C -2.75 0.91 -0.35 0.005
C -1.77 -0.24 0.01 -0.007
C -1.90 -1.25 -1.17 0.077
C 1.98 -0.02 -0.08 -0.062
H -0.98 -1.11 -1.87 0.002
C 1.68 1.47 -0.35 0.014
H -0.27 2.10 -0.88 0.027
H -3.70 0.63 -0.11 -0.001
H -3.08 -1.17 1.29 0.003
H 2.46 -1.71 1.45 0.004
C -2.09 -0.95 1.38 0.091
C 2.44 -0.55 1.37 0.128
H -2.68 1.75 0.30 0.002
C 2.90 -0.65 -1.15 0.089
H 1.91 -0.05 2.08 -0.013
H -1.85 -2.19 -0.65 -0.003
H 3.54 -0.24 1.65 0.023
N 0.72 -0.69 -0.12 0.816
H 0.26 2.13 0.93 0.073
H -2.81 -1.15 -1.67 0.003
H 3.82 -0.80 -0.66 -0.005
H 1.78 1.78 -1.33 0.008
N -0.39 0.24 -0.05 0.758
H -1.86 -0.36 2.16 -0.003
H -1.41 -1.75 1.60 0.000
H -2.59 1.06 -1.34 -0.002
H 2.39 2.03 0.29 0.001
H 2.44 -1.66 -1.52 0.002
C 0.15 1.58 -0.06 -0.030
H 2.90 0.01 -1.97 -0.003
```

The spin multiplicity is 3. As for the energy above the lowest of the compared OMol25 structures with the same formula, charge and spin: 0.0801 eV. The value obtained for the molecular weight is 155.3 g/mol. The charge is +1. For the HOMO energy (alpha / beta), the calculation gives -12.945 / -14.712 eV.


# 2
C4H10Br2O3Si | the ωB97M-V functional and the def2-TZVPD basis

Structure (XYZ):
```
20
Properties=species:S:1:pos:R:3:nbo_charge:R:1
C -1.31 1.09 1.10 -0.843
Si 0.01 0.09 -0.04 2.345
H 0.41 -3.18 1.19 0.184
H 2.38 1.04 1.26 0.187
H 3.18 1.27 -0.49 0.199
O -0.91 -0.04 -1.32 -0.935
C 2.39 1.54 0.20 -0.240
H -0.22 -2.08 2.52 0.182
H -0.47 0.64 -3.27 0.183
H -0.19 -1.10 -2.97 0.179
O 1.30 0.91 -0.48 -0.931
Br -1.00 1.02 3.02 0.005
O 0.51 -1.25 0.67 -0.917
Br -3.13 0.52 0.80 0.056
H 2.24 2.67 0.30 0.185
C -0.85 -0.26 -2.73 -0.225
H -1.13 -2.35 0.98 0.177
H -1.14 2.22 0.95 0.248
C -0.16 -2.28 1.36 -0.229
H -1.89 -0.47 -3.06 0.191
```

The value obtained for the molecular weight is 294.0 g/mol. For the HOMO energy, the calculation gives -9.519 eV.


# 3
H2N2O3Si | the ωB97M-V functional and the def2-TZVPD basis

Structure (XYZ):
```
8
Properties=species:S:1:pos:R:3:nbo_charge:R:1
O -0.34 2.62 0.92 -0.368
Si -0.03 0.04 0.49 1.272
H 1.22 0.41 -0.12 -0.135
N -0.99 1.61 0.65 0.226
N 0.30 -0.06 2.18 -0.301
O -2.22 1.50 0.63 -0.380
H -1.08 -0.93 0.11 -0.136
O 0.10 -1.02 2.98 -0.178
```

As for the energy above the lowest of the compared OMol25 structures with the same formula, charge and spin: 1.5943 eV. The value obtained for the molecular weight is 106.1 g/mol. For the HOMO energy (alpha / beta), the calculation gives -9.984 / -9.992 eV.


# 4
C15H14N2O2S | the ωB97M-V functional and the def2-TZVPD basis

Structure (XYZ):
```
34
Properties=species:S:1:pos:R:3:nbo_charge:R:1
C -2.55 0.17 -0.19 0.232
C -2.99 -1.36 0.26 -0.040
H 4.14 1.50 2.13 0.223
H -1.62 1.86 -1.92 0.187
H -2.31 -3.34 0.47 0.189
O 1.94 -1.68 -0.18 -0.509
H -0.51 2.02 -0.61 0.244
H -6.33 -0.62 0.82 0.232
C -1.91 -2.54 0.21 -0.130
C -5.15 -0.44 0.46 -0.203
C -3.53 1.11 -0.30 -0.314
H 4.08 2.08 -0.43 0.223
C 4.94 1.10 1.53 -0.625
C 3.30 -1.27 -0.42 0.270
C 4.57 1.19 -0.03 -0.179
C -0.27 -0.72 -0.39 0.266
C -4.73 0.58 0.00 -0.161
H 0.11 1.19 -1.92 0.235
H -5.46 1.69 0.19 0.170
C -0.68 -2.14 0.05 -0.198
C 1.13 -0.45 -0.44 -0.042
C -0.82 1.56 -1.51 -0.344
C 1.85 0.69 -0.05 0.622
H 5.16 -0.03 1.72 0.233
C -4.27 -1.58 0.31 -0.214
O 1.66 1.85 0.08 -0.620
H 0.23 -2.74 -0.03 0.256
S 4.54 -2.14 -0.27 -0.007
H 5.91 1.74 1.54 0.212
H -4.62 -2.57 0.60 0.213
N 3.31 0.23 -0.19 -0.500
N -1.13 0.15 -0.55 -0.354
H 5.21 0.84 -0.71 0.202
H -3.19 2.08 -0.22 0.233
```

As for the energy above the lowest of the compared OMol25 structures with the same formula, charge and spin: 11.3783 eV. The value obtained for the molecular weight is 286.4 g/mol. For the HOMO energy, the calculation gives -7.649 eV.


# 5
C3H3ClS | the ωB97M-V functional and the def2-TZVPD basis

Structure (XYZ):
```
8
Properties=species:S:1:pos:R:3:nbo_charge:R:1
H -0.30 -0.98 0.83 0.226
C -0.23 -0.42 0.01 -0.522
H 3.06 1.16 0.04 0.235
S -1.82 0.77 0.06 0.192
H -0.51 -0.99 -0.99 0.258
C 2.06 0.85 -0.04 -0.182
C 1.03 0.23 0.07 -0.050
Cl -3.29 -0.63 0.03 -0.160
```

As for the energy above the lowest of the compared OMol25 structures with the same formula, charge and spin: 1.5654 eV. The value obtained for the molecular weight is 106.6 g/mol. For the HOMO energy, the calculation gives -9.169 eV.


# 6
C6H11N2 | the ωB97M-V functional and the def2-TZVPD basis

Structure (XYZ):
```
19
Properties=species:S:1:pos:R:3:nbo_charge:R:1
N -2.90 0.08 0.00 -0.280
H -0.58 -2.09 0.50 0.267
H 3.02 2.11 -0.55 0.241
C 2.91 1.05 -0.22 -0.403
H 3.08 0.38 -1.14 0.222
C 1.68 -1.47 -0.06 -0.722
C -0.76 -1.11 0.24 -0.508
H 1.22 -2.54 -0.04 0.260
H 3.62 0.76 0.42 0.218
H -3.88 1.11 1.24 0.242
C 0.73 -0.33 0.17 0.448
C -1.90 -0.50 0.09 0.528
H 1.84 -1.38 -1.20 0.269
H -4.04 1.68 -0.67 0.260
C -4.05 0.83 0.11 -0.460
N 1.46 0.91 0.21 -0.515
H 0.96 1.71 0.38 0.407
H 2.65 -1.47 0.44 0.254
H -5.05 0.26 0.08 0.274
```

As for the energy above the lowest of the compared OMol25 structures with the same formula, charge and spin: 5.0876 eV. The value obtained for the molecular weight is 111.2 g/mol. The charge is +1. For the HOMO energy, the calculation gives -12.631 eV.


# 7
C5H11N3 | the ωB97M-V functional and the def2-TZVPD basis

Structure (XYZ):
```
19
Properties=species:S:1:pos:R:3:nbo_charge:R:1
H 1.27 1.24 1.37 0.193
H -0.09 -0.34 0.90 0.158
C -1.51 -1.34 0.04 -0.208
N -2.09 0.06 0.06 -0.646
H -1.91 -1.89 0.88 0.195
H 1.87 2.11 0.00 0.215
C -1.35 1.31 -0.11 0.263
C -0.08 -0.92 0.03 -0.229
H -0.10 -0.37 -0.92 0.187
C 1.91 -0.10 -0.32 -0.241
N -0.14 1.78 -0.06 -0.513
H -1.70 -1.83 -0.92 0.186
H 1.58 -1.83 0.85 0.352
H 2.93 -0.06 0.03 0.205
H -2.06 2.10 -0.28 0.177
C 1.25 1.24 0.29 -0.271
N 1.28 -1.42 -0.04 -0.604
H -3.00 0.12 -0.40 0.388
H 1.92 0.12 -1.39 0.192
```

As for the energy above the lowest of the compared OMol25 structures with the same formula, charge and spin: 4.0364 eV. The value obtained for the molecular weight is 113.2 g/mol. For the HOMO energy, the calculation gives -8.347 eV.


# 8
C6H12O | the ωB97M-V functional and the def2-TZVPD basis

Structure (XYZ):
```
19
Properties=species:S:1:pos:R:3:nbo_charge:R:1
H 3.60 -0.44 -1.09 0.163
H -1.04 -0.43 -1.81 0.216
H -1.07 1.14 -0.92 0.212
H 2.63 -1.12 1.06 0.465
C 0.42 -0.11 -0.27 -0.187
C -2.05 -0.48 0.10 -0.389
H 3.32 1.13 -0.52 0.188
H -2.62 1.42 0.85 0.197
C -0.98 0.06 -0.83 -0.442
C 1.55 0.12 -0.92 -0.218
O 3.10 -0.28 0.94 -0.700
H -2.98 -0.66 -0.43 0.203
H -3.18 0.12 1.87 0.212
H -1.77 -1.46 0.49 0.193
H 1.46 0.33 -1.98 0.193
H 0.46 -0.55 0.73 0.184
C 2.95 0.11 -0.40 -0.090
C -2.34 0.45 1.28 -0.605
H -1.44 0.63 1.87 0.206
```

As for the energy above the lowest of the compared OMol25 structures with the same formula, charge and spin: 1.2774 eV. The value obtained for the molecular weight is 100.2 g/mol. For the HOMO energy, the calculation gives -9.223 eV.


Question: The highest molecular weight belongs to which entry?
Answer: C4H10Br2O3Si


Question: Among the records above, which one has the lowest molecular weight?
Answer: C6H12O